Record 1
ORCA calculation (the ωB97M-V functional and the def2-TZVPD basis) on a gas-phase ion, C5H9NO3P (charge +1).

Structure (XYZ):
```
19
Properties=species:S:1:pos:R:3:forces:R:3
C 1.5724 -1.7607 -0.2288 3.2813 1.6520 0.2543
C 1.1402 -0.3769 -0.5210 0.6395 0.0013 -1.2274
C 1.3318 0.5980 0.6137 2.5751 1.5057 -0.8362
C 0.7625 1.9399 0.2621 1.3413 1.1653 3.5670
O -0.6916 1.8129 0.2947 0.5268 0.6084 -0.1222
P -1.3069 0.4787 -0.1119 -2.6781 0.3980 -1.3718
N -2.8266 0.4997 -0.3388 1.4333 -0.2845 1.0715
C -3.6806 -0.5769 -0.0634 -3.0812 -0.0462 -1.4868
O -3.4614 -1.6002 0.4896 1.3405 -0.4649 0.8106
O -0.3293 -0.4547 -0.7987 -0.7932 -0.1685 0.8331
H 1.1798 -2.3812 -0.9934 -0.2636 -1.2648 0.0132
H 1.4447 -1.8783 0.8180 -1.0212 -1.3219 0.7988
H 2.7294 -1.7252 -0.2339 -1.6421 -0.2331 -0.6177
H 1.3928 -0.0990 -1.5641 0.8235 0.4598 0.9039
H 2.3772 0.7648 1.0423 -1.0259 -0.6222 -1.2184
H 0.8142 0.2862 1.4418 -1.3841 -1.3779 2.2951
H 1.1109 2.7826 1.0169 -1.2697 -1.7658 -1.5613
H 1.1851 2.1296 -0.6613 -0.1527 1.2290 -2.3395
H -4.7446 -0.4391 -0.4636 1.3505 0.5302 0.2341
```
Positions in Å, forces in eV/Å.

Calculated values
SMILES = C[C@@H]1CCOP(#[N+]C=O)O1
Frontier orbital gap = 8.4 eV
2S+1 = 1
Charge = +1
HOMO = -14.334 eV
Molar mass = 162.11 Da
Total energy = -817.43093 a.u.

Record 2
ORCA calculation (the ωB97M-V functional and the def2-TZVPD basis) on a single C5H9NO4 molecule.

Structure (XYZ):
```
19
Properties=species:S:1:pos:R:3:forces:R:3
C 2.6320 -0.5393 0.1891 -0.6093 -1.3861 0.2796
N 1.1817 -0.9741 0.2678 7.1021 -0.1844 -15.2695
C 0.3669 -0.1358 -0.5314 -1.1971 1.0687 0.0081
C -1.0045 -0.8308 -0.7041 1.4154 -0.0595 6.6220
C -1.9666 -0.3345 0.3963 -1.4945 -0.4886 -0.6624
O -1.6709 -0.2003 1.5587 -0.1168 0.0917 -0.9541
O -3.2778 -0.2054 -0.0704 -0.5389 0.5753 3.3716
C 0.1451 1.3016 0.0394 2.2343 0.9749 3.2540
O 0.8081 1.7816 0.9658 -1.4635 -0.9831 -1.8680
O -0.7587 1.9652 -0.6470 -2.9035 4.0489 0.0307
H 2.7471 0.3736 0.7208 0.3106 1.1237 -0.0817
H 3.2920 -1.2401 0.6803 -0.2190 -0.5750 0.5335
H 3.0630 -0.5634 -0.8125 -0.6802 0.5019 -0.2335
H 0.9639 -0.9343 1.0632 -4.3818 0.6195 14.8959
H 0.8254 0.2486 -1.4784 -0.1401 -1.5229 0.2170
H -1.2835 -0.7765 -1.6089 -2.8848 1.1228 -6.5459
H -1.0344 -1.9182 -0.5260 0.9126 0.2672 0.2515
H -3.8926 -0.0017 0.7907 2.3039 -0.6949 -2.9084
H -1.1362 2.9837 -0.2932 2.3506 -4.5002 -0.9403
```
Positions in Å, forces in eV/Å.

Calculated values
SMILES = CN[C@@H](CC(=O)O)C(=O)O
Frontier orbital gap = 9.5 eV
2S+1 = 1
HOMO = -9.164 eV
Molar mass = 147.13 Da
Total energy = -551.55346 a.u.

Record 3
ORCA calculation (the ωB97M-V functional and the def2-TZVPD basis) on a molecular structure, C5H9NO4.

Structure (XYZ):
```
19
Properties=species:S:1:pos:R:3:forces:R:3
C -1.3055 1.5082 0.6562 -0.1032 -0.0783 0.0632
C -0.1083 0.9267 -0.0805 0.2149 0.2415 -0.1280
C -0.3204 0.6662 -1.5869 -0.0401 -0.2444 -0.0003
O 0.5701 1.7818 -1.9104 -0.1568 -0.1494 -0.5601
C 0.8475 2.0160 -0.6125 0.4489 0.6838 0.5843
O 1.6065 2.8295 -0.1730 -0.4141 -0.5236 -0.0975
N 0.4880 -0.1516 0.6626 2.0867 -1.7805 -0.9969
H -1.7477 2.3430 0.0972 0.1521 -0.1693 0.1348
H -2.0674 0.7289 0.7841 0.1806 0.1578 0.0164
H -0.9988 1.8753 1.6450 -0.0881 -0.0616 -0.2370
H 0.0965 -0.2762 -1.9589 -0.1347 0.1917 0.0922
H -1.3267 0.8428 -1.9805 0.2346 -0.0501 0.1098
H 0.7907 0.1357 1.5877 0.0584 0.1471 -0.1832
H 1.3241 -0.6872 0.1573 -2.4379 1.9499 1.3184
C -0.0347 -2.7955 0.6255 0.2060 -1.9045 -1.8971
O -1.0973 -2.9266 0.0709 2.0155 0.8733 0.8637
H 0.1315 -2.9776 1.7019 0.0057 0.5901 -0.1957
O 1.2115 -2.7832 -0.1283 -2.1053 0.0576 0.9215
H 1.9404 -3.0562 0.4425 -0.1234 0.0687 0.1914
```
Positions in Å, forces in eV/Å.

Calculated values
Frontier orbital gap = 9.9 eV
2S+1 = 1
HOMO = -9.508 eV
Molar mass = 147.13 Da
Total energy = -551.61018 a.u.